Entry from OMol25: an isolated molecule of C9H7O3P (the ωB97M-V functional and the def2-TZVPD basis).

Values from the calculation:
LUMO level: 0.073 eV
HOMO level: -9.37 eV

```
20
Properties=species:S:1:pos:R:3:lowdin_charge:R:1
C 0.59 -2.60 -0.18 -0.0733
C -0.02 -1.97 0.90 -0.0818
C 0.48 -2.08 -1.45 -0.0520
C -0.69 -0.82 0.72 -0.1496
C -0.25 -0.86 -1.65 -0.0326
C -0.82 -0.27 -0.51 -0.3270
C 0.65 2.42 0.73 -0.1718
C -0.68 2.49 0.18 -0.2033
C 1.38 1.16 0.89 -0.5066
O 0.86 1.62 2.00 0.1317
O -2.96 1.45 -1.06 -0.2833
O 2.07 0.27 0.49 0.1442
P -1.63 1.35 -0.59 0.8477
H 1.42 -3.33 0.04 0.1342
H 0.00 -2.30 1.92 0.1155
H 1.16 -2.45 -2.18 0.0953
H -1.30 -0.34 1.49 0.1262
H -0.32 -0.38 -2.61 0.1030
H 1.32 3.30 0.59 0.1554
H -1.26 3.33 0.27 0.0279
```

=====

Entry from OMol25: a structure of composition C5H10O (the ωB97M-V functional and the def2-TZVPD basis).

Values from the calculation:
LUMO level: 1.035 eV
energy relative to the best compared isomer or geometry (same formula, charge and spin): 31.8 kcal/mol
HOMO level: -9.53 eV

```
16
Properties=species:S:1:pos:R:3:lowdin_charge:R:1
C 1.65 -0.27 0.62 -0.0195
C 0.29 -0.10 -0.07 -0.5184
C 0.05 -0.65 -1.51 -0.0088
C -0.88 -0.18 0.94 -0.0797
C -1.32 1.10 0.25 -0.1940
O 0.01 1.32 -0.25 -0.1166
H 2.51 -0.27 -0.05 0.0762
H 1.71 -1.17 1.26 0.0853
H 1.75 0.59 1.29 0.0873
H 0.97 -0.56 -2.10 0.0799
H -0.67 0.02 -2.01 0.0813
H -0.34 -1.66 -1.61 0.0783
H -0.51 0.03 1.95 0.1115
H -1.55 -1.05 0.98 0.1112
H -1.63 1.97 0.83 0.1140
H -2.05 0.89 -0.55 0.1121
```

=====

Entry from OMol25: an isolated molecule of C4H4O2 (the ωB97M-V functional and the def2-TZVPD basis).

Values from the calculation:
SMILES: O=C1C[C@H]2O[C@@H]12
LUMO level: 0.995 eV
energy relative to the best compared isomer or geometry (same formula, charge and spin): 71.2 kcal/mol
HOMO level: -9.69 eV

```
10
Properties=species:S:1:pos:R:3:lowdin_charge:R:1
O -0.25 -0.47 -2.22 0.1287
C -0.14 -0.26 -1.05 -0.3245
C 0.85 -0.70 0.06 -0.0119
C -0.06 0.10 1.01 -0.0840
O -0.07 1.48 0.32 -0.0389
C -1.00 0.50 -0.04 -0.2113
H 1.88 -0.33 0.05 0.1154
H 0.87 -1.80 0.07 0.1258
H -0.02 0.78 1.85 0.1517
H -2.05 0.72 -0.04 0.1490
```

=====

Entry from OMol25: a cluster of 2 separate species, C5H14O in total (the ωB97M-V functional and the def2-TZVPD basis).

Values from the calculation:
SMILES: CCC.CCO
LUMO level: 1.025 eV
energy relative to the best compared isomer or geometry (same formula, charge and spin): 16.7 kcal/mol
HOMO level: -10.31 eV

```
20
Properties=species:S:1:pos:R:3:lowdin_charge:R:1
C 0.40 1.28 -0.75 -0.1212
C -0.81 1.31 -1.71 -0.3188
C -1.73 2.51 -1.50 -0.1226
H 1.09 2.10 -0.93 0.0745
H 1.00 0.41 -1.04 0.0626
H 0.01 1.11 0.25 0.0542
H -0.50 1.27 -2.75 0.0965
H -1.31 0.35 -1.54 0.0927
H -1.96 2.67 -0.44 0.0686
H -1.17 3.41 -1.79 0.0730
H -2.64 2.39 -2.06 0.0611
C 1.34 -1.26 2.22 -0.0911
C 1.05 -2.05 0.97 -0.3021
O -0.33 -1.95 0.56 -0.0997
H 1.19 -0.20 2.05 0.0589
H 2.37 -1.42 2.54 0.0780
H 0.72 -1.55 3.07 0.0815
H 1.69 -1.76 0.14 0.0976
H 1.13 -3.12 1.11 0.1056
H -0.66 -1.07 0.74 0.0507
```

=====

Entry from OMol25: a structure of composition C38H35F9GeN3OPd (the ωB97M-V functional and the def2-TZVPD basis).

Values from the calculation:
expectation value of S²: 0.75
2S+1: 2
LUMO level (alpha / beta): 4.728 / 4.725 eV
net charge: -2
energy relative to the best compared isomer or geometry (same formula, charge and spin): 12.2 kcal/mol
HOMO level (alpha / beta): -0.83 / -1.18 eV

```
88
Properties=species:S:1:pos:R:3:lowdin_charge:R:1
Pd -0.48 0.66 0.24 0.5392
C -3.41 1.09 -1.28 -0.0925
N -2.30 0.28 -1.76 -0.2466
C -2.65 -1.13 -1.82 -0.1008
C -1.70 0.78 -2.96 -0.2065
C -2.41 0.75 -4.14 -0.0661
C -1.91 1.27 -5.33 -0.1458
C -0.66 1.87 -5.29 -0.1405
C 0.08 1.91 -4.12 -0.0490
C -0.39 1.34 -2.90 -0.2302
N 0.27 1.41 -1.72 -0.0216
C 1.60 1.75 -1.64 -0.2664
C 2.61 1.28 -2.50 -0.0674
C 3.95 1.58 -2.29 -0.1217
C 4.33 2.38 -1.22 -0.1346
C 3.35 2.86 -0.37 -0.0596
C 2.01 2.56 -0.55 -0.2229
N 1.00 3.01 0.34 -0.2272
C 0.11 4.02 -0.22 -0.0756
C 1.40 3.30 1.69 -0.1025
H -4.26 1.10 -1.98 0.0764
H -3.08 2.11 -1.12 0.0863
H -3.75 0.69 -0.32 0.0648
H -3.55 -1.32 -2.43 0.0733
H -2.85 -1.49 -0.81 0.0714
H -1.82 -1.69 -2.23 0.0790
H -3.40 0.31 -4.13 0.0980
H -2.49 1.22 -6.25 0.0724
H -0.24 2.32 -6.19 0.0832
H 1.04 2.40 -4.12 0.0896
H 2.32 0.61 -3.31 0.1024
H 4.70 1.17 -2.96 0.0863
H 5.38 2.61 -1.05 0.0794
H 3.63 3.48 0.48 0.0900
H 0.62 4.99 -0.35 0.0799
H -0.73 4.14 0.46 0.0750
H -0.27 3.68 -1.18 0.0755
H 2.05 4.20 1.76 0.0718
H 1.93 2.45 2.12 0.0894
H 0.50 3.47 2.27 0.0670
C 1.36 -3.83 -3.62 -0.1312
C 0.37 -4.35 -2.80 -0.1242
C 0.10 -3.75 -1.57 -0.1300
C 0.80 -2.63 -1.11 -0.2946
C 1.79 -2.14 -1.96 -0.1236
C 2.07 -2.72 -3.19 -0.1058
Ge 0.48 -1.52 0.54 0.8996
C 2.36 -1.70 1.25 -0.3153
C 3.24 -0.63 1.15 -0.1163
C 4.57 -0.73 1.58 -0.1060
C 5.03 -1.92 2.12 -0.1330
C 4.17 -3.01 2.22 -0.1209
C 2.85 -2.90 1.78 -0.1224
C -0.50 -2.67 1.88 -0.3180
C -0.21 -2.43 3.23 -0.1382
C -0.93 -3.02 4.25 -0.1095
C -1.98 -3.88 3.96 -0.1301
C -2.30 -4.13 2.64 -0.1192
C -1.57 -3.52 1.62 -0.1317
H 1.56 -4.28 -4.58 0.0820
H -0.20 -5.21 -3.11 0.0846
H -0.69 -4.19 -0.96 0.0672
H 2.36 -1.26 -1.66 0.0773
H 2.84 -2.29 -3.83 0.0901
H 2.90 0.31 0.73 0.0715
H 5.23 0.12 1.48 0.0884
H 6.06 -2.01 2.45 0.0808
H 4.52 -3.95 2.63 0.0836
H 2.20 -3.76 1.86 0.0949
H 0.60 -1.75 3.48 0.0956
H -0.68 -2.80 5.28 0.0903
H -2.55 -4.34 4.76 0.0822
H -3.13 -4.78 2.39 0.0858
H -1.88 -3.71 0.60 0.0695
F -2.77 -0.37 1.94 0.1320
C -3.41 0.50 2.71 -0.5202
F -4.65 0.65 2.18 0.1227
F -3.60 -0.08 3.91 0.1305
C -2.60 1.87 2.78 -0.3861
O -1.64 1.96 1.89 -0.1606
C -1.99 1.99 4.22 -0.5438
F -1.21 0.93 4.47 0.1521
F -1.21 3.08 4.32 0.1390
F -2.88 2.07 5.23 0.1219
C -3.61 3.05 2.57 -0.5422
F -3.00 4.24 2.74 0.1399
F -4.10 3.05 1.32 0.1439
F -4.67 3.05 3.41 0.1244
```

=====

Entry from OMol25: a cluster of 2 separate species, C5H7N in total (the ωB97M-V functional and the def2-TZVPD basis).

Values from the calculation:
LUMO level: -0.164 eV
energy relative to the best compared isomer or geometry (same formula, charge and spin): 148.4 kcal/mol
HOMO level: -8.63 eV

```
13
Properties=species:S:1:pos:R:3:lowdin_charge:R:1
C -0.83 -0.28 -1.82 -0.0514
C -0.20 0.17 -0.47 -0.5852
C -0.41 -0.98 0.32 0.1507
C 0.94 -0.50 2.44 -0.0226
C 1.40 0.56 2.07 0.0154
N 0.46 1.25 -0.29 0.0822
H -1.47 0.54 -2.16 0.0836
H -0.01 -0.43 -2.51 0.0869
H -1.43 -1.20 -1.82 0.0739
H -1.43 -1.03 0.74 0.0501
H 0.71 -1.40 2.96 0.0364
H 1.77 1.48 1.69 0.0266
H 0.50 1.81 -1.15 0.0535
```

=====

Number 1: strongest force on any atom 5.0 eV/Å. Number 2: strongest force on any atom 0.5 eV/Å. Number 3: strongest force on any atom 2.8 eV/Å. Number 4: strongest force on any atom 1.8 eV/Å. Number 5: strongest force on any atom 0.4 eV/Å. Number 6: strongest force on any atom 0.6 eV/Å.